Record 1
Density functional theory data (ωB97M-V/def2-TZVPD) for one molecule with the formula C24H28ClN3O4S.

Cartesian coordinates (Å):
C -2.60021 0.16641 1.99961
H 3.74604 -0.31535 2.42437
N 0.81491 -2.52020 -3.17594
C -0.91237 -1.69267 0.26395
O -2.51041 1.25722 -1.08038
C -3.39092 0.76375 2.96034
H 1.92711 1.98314 -1.09209
C -1.07752 0.40623 -2.84559
C 2.99074 1.15370 4.35519
C 0.36748 -0.58137 -4.64462
C 2.68101 -3.00537 -1.75849
C -1.54626 0.69258 4.50378
S 2.79594 -1.53438 -0.68580
C -0.16749 1.68308 -1.02122
H -4.41576 1.02326 2.74456
H 1.38901 -0.46517 -5.00668
H 0.33603 -2.43844 -2.27419
H 2.04897 -3.72859 -1.24651
C -1.27732 1.10581 -1.66402
O 2.87287 -2.62689 -4.12369
C -0.76059 0.08973 3.53879
C -1.26926 -0.16448 2.26510
H -3.76527 1.17835 -2.73352
C 0.18537 0.23946 -3.39997
H -0.31988 -0.25588 -5.42793
H -3.00813 -0.03360 1.02233
C 1.79677 0.24919 1.62816
H 2.26626 0.68074 -3.15937
C 1.27332 0.80115 -2.75445
H 2.75959 1.29810 5.40849
O 2.43657 -0.08951 3.99636
C 0.12226 -2.07564 -4.36266
C -1.31890 3.14004 0.50908
H 0.48362 -2.66129 -5.21236
H 2.56192 1.97742 3.77448
Cl -3.83576 1.79880 5.41369
H 2.42150 0.68231 0.84330
C -0.48849 -0.80270 1.22058
C 1.08883 1.52239 -1.59112
H -4.48949 1.00591 -1.11751
H -3.58499 -0.35374 -1.83063
C -2.85511 1.03570 4.20978
N 0.12358 -2.07974 -0.52236
H -0.98686 3.80056 1.31045
H -2.14100 2.51841 0.86863
H 4.07797 1.15151 4.21669
C -3.63693 0.73663 -1.74029
O -0.18697 2.36746 0.16784
H 1.22955 1.05132 2.10362
C 1.17019 -1.42721 -0.06752
H -1.65946 3.74100 -0.33743
H -0.94111 -2.27176 -4.21558
H -1.91948 -0.03704 -3.35338
H 3.70372 -3.37113 -1.84131
C 2.68788 -0.47475 2.66767
H -1.88858 -2.10699 0.11307
H -1.14376 0.88765 5.48544
H 2.48591 -1.54884 2.63131
C 2.14663 -2.68110 -3.15336
H 0.24252 -0.20518 3.80119
N 0.86423 -0.64004 0.99211

Atoms 1-3, force components in eV/Å:
C 0.139 -0.041 0.092
H -0.036 -0.021 0.035
N -0.319 -0.032 -0.114

## Properties
Total energy: -2254.958431 hartree
SMILES string: COCCn1c(-c2ccc(Cl)cc2)cnc1SCC(=O)NCCc1ccc(OC)c(OC)c1
Kohn-Sham gap: 8.39 eV
2S+1: 1
Energy above the lowest of the compared OMol25 structures with the same formula, charge and spin: 46.1 kcal/mol

***

Record 2
Density functional theory data (ωB97M-V/def2-TZVPD) for a 2-piece molecular cluster, C24H28ClN5O4 overall.

Cartesian coordinates (Å):
H -4.57254 0.83816 -2.17484
H 1.23407 -5.49890 -3.59636
C 2.80518 -3.11674 -0.93309
H 4.59522 -3.24811 -2.14468
O 3.80572 1.75692 1.03355
H -3.12005 3.60585 0.79553
C -2.40037 2.15785 -0.62573
C 4.83647 -0.33714 0.58795
C -3.70857 0.00779 -0.39601
H -4.65061 -0.93030 -2.06176
C 3.76614 0.54631 1.23866
C 3.39682 -2.21364 0.07245
H 2.01930 1.19069 3.60353
C -0.93419 2.38318 -0.21684
N 2.76675 -0.01516 2.03405
O -4.82450 5.68565 0.05258
C 2.60206 -1.68473 3.77109
C -3.19646 3.42629 -0.27890
C 1.46602 -3.53366 -0.82298
H 2.45300 -3.22596 5.27416
H -3.10653 -0.14434 -2.44357
H 5.40528 -0.85812 1.36345
H -2.72772 0.92642 1.06665
H 0.85358 -3.19120 0.00765
C -5.40143 4.68991 -0.34495
H -0.13298 -4.69619 -1.68258
H -4.77221 3.19055 -1.73095
O -4.13742 -0.86113 0.34537
H 0.62012 3.70553 -2.89437
O -0.59141 2.15760 0.93583
C 2.63229 -3.00289 4.22662
C 1.72671 0.84743 2.60698
H 3.60192 -4.77790 -3.81536
H -2.73398 4.27058 -0.79269
H -0.59933 2.43282 -3.07557
C 3.12724 -3.74622 1.99519
C -4.03048 -0.05416 -1.87647
C -4.68270 3.38090 -0.66192
C 3.56291 -3.56878 -2.02905
N -6.70241 4.74873 -0.51944
N -0.04635 2.87126 -1.08858
C -0.29336 3.28682 -2.46906
C 1.67160 -4.83462 -2.85663
H -7.22360 3.94975 -0.82621
C 3.00337 -4.42992 -2.97848
Cl 2.94071 -5.68962 3.90232
H -5.17865 2.57627 -0.11862
H -1.06872 4.05427 -2.49707
C 0.90253 -4.38293 -1.78078
H -7.12765 5.62883 -0.28642
H 1.55617 1.73093 1.98816
H 5.53822 0.30732 0.05086
H 2.40593 -0.89968 4.49317
H 0.88864 2.98550 -0.72039
H 0.77597 0.30958 2.68135
N 4.23715 -1.29936 -0.36574
C 3.10538 -2.42087 1.51229
H -2.44138 1.99686 -1.70101
C 2.82791 -1.36697 2.41963
C 2.89348 -4.03962 3.33782
H 3.34047 -4.57490 1.32460
N -2.95870 0.99722 0.08564

Atoms 1-3, force components in eV/Å:
H 0.023 0.129 -0.243
H 0.058 0.075 0.106
C -0.426 -0.702 -0.618

## Properties
Total energy: -1966.351632 hartree
SMILES string: CN1C(=O)CN=C(c2ccccc2)c2cc(Cl)ccc21.CNC(=O)[C@H](CCC(N)=O)NC(C)=O
Kohn-Sham gap: 8.82 eV
2S+1: 1

***

Record 3
Density functional theory data (ωB97M-V/def2-TZVPD) for C24H28CuN3P2 as an isolated structure.

Cartesian coordinates (Å):
H 0.79326 -0.10838 -4.41216
C -0.29580 -2.24595 1.78754
Cu 0.46998 0.08490 0.05734
C 2.27456 -0.41967 -2.82913
H 3.13819 -0.20634 -3.46351
C -1.01999 -3.72081 3.60905
H 2.90758 2.46321 -1.90387
H -2.70421 0.63420 -2.54103
H -1.11413 -4.71522 4.02848
C -1.34245 -1.31534 3.74888
H -3.31407 4.72632 2.37902
P -0.45057 -0.20232 -2.30228
P 2.61828 0.16222 -1.11033
C -1.80012 3.60621 1.30146
H 0.83992 2.93692 -1.38652
C 4.00722 -0.93525 -0.63743
H -1.82349 -2.72745 5.29522
N -0.21482 2.16452 0.18012
H -1.63132 -0.48875 4.37139
H 3.93579 2.10767 -0.52102
H -1.85563 -2.16263 -2.49187
C -0.42781 -3.54292 2.33416
C -1.47956 1.22345 2.01244
H 1.07887 -5.20591 -0.21942
C 0.06777 -4.62097 1.57251
H -1.53307 1.93893 -2.70885
H 1.37740 -2.84114 -0.96525
H -0.19376 -2.55540 -2.90581
H -3.99405 2.77929 3.72538
C -1.74379 0.90456 -2.98303
C -3.18263 2.68461 3.01231
C -2.82338 3.76743 2.26582
H -0.15926 5.21753 -1.20386
H 4.44954 -0.56518 0.28783
H 3.64074 -1.94429 -0.44726
H -1.21456 -1.70399 -4.08860
C 0.10194 3.15370 -0.61940
H -2.91069 0.62494 3.49295
C 0.68830 -4.39373 0.37962
C -0.46472 4.43470 -0.52267
H -1.81637 0.82254 -4.07040
C -1.42107 -2.61362 4.29486
C 3.55261 1.70487 -1.45997
H 4.77593 -0.96773 -1.41286
C -1.14850 2.35960 1.15310
C 0.98683 0.20961 -3.38478
C -1.41054 4.65029 0.43637
H 4.38896 1.51012 -2.13523
H 1.08066 1.30051 -3.39933
N -0.76535 0.09254 1.78479
C -0.85397 -1.07904 2.46621
H 2.16921 -1.50862 -2.79157
C 0.83831 -3.06374 -0.04746
C -2.53675 1.43753 2.89917
H -0.04557 -5.62896 1.95582
N 0.36942 -2.03552 0.61879
C -0.97577 -1.80462 -3.02760
H -1.88351 5.62054 0.54191

Atoms 1-3, force components in eV/Å:
H 0.044 -0.006 -0.036
C 0.037 0.218 -0.108
Cu 0.302 -0.038 -0.878

## Properties
Total energy: -3418.860425 hartree
Kohn-Sham gap: 6.51 eV
2S+1: 1

***

Record 4
Density functional theory data (ωB97M-V/def2-TZVPD) for C24H28F10N9O4V as an isolated structure.

Cartesian coordinates (Å):
H 0.66136 0.67862 2.96874
H -0.88048 0.31237 3.77822
N -0.50677 1.84534 0.80752
N -1.99814 -1.31507 -0.70705
C -4.16246 1.63173 -2.80944
F -5.52149 2.01424 -0.92983
F -2.48497 5.73271 -2.78739
H -2.11338 1.65731 2.17501
F -2.79716 1.09546 -4.66272
O 3.66060 -0.97326 -2.56700
H 0.12979 -1.82277 -5.67837
H 0.08047 -2.65235 1.86917
H -2.52762 -0.09020 1.68444
O 0.38409 4.50330 -1.36363
F -2.84652 3.54264 1.31714
C 0.71477 2.03399 -1.70478
H 2.59985 1.48316 -1.18147
N 2.18991 0.05365 1.08435
C -2.05532 3.65193 0.21986
C -1.95526 -1.00404 1.77573
H -2.27736 -1.49912 2.70598
N 0.21074 0.59439 -5.40177
C -2.51179 -0.10248 -2.65876
H -3.36958 -2.14312 0.69242
H -0.37313 -1.54495 -0.96844
C -1.97754 4.87846 -1.88766
C 1.99844 -2.59024 -5.00406
F 1.23935 2.35214 -2.96626
N 0.69118 -1.52351 -0.80428
C 2.90019 -1.70806 -1.77592
H 1.27051 -1.50807 2.52728
C -3.87456 0.33823 -0.79836
C 0.97445 -3.09074 -2.66272
H 0.93918 -2.28028 -0.17212
C -4.52375 1.33226 -1.51334
H 2.69497 -4.03113 -3.59156
C 1.72883 -3.61053 -3.88670
C -0.70090 4.21747 -2.17889
N 1.73938 1.80506 -0.74895
F -1.57537 -0.83723 -3.30237
C 1.23719 -0.25295 -5.03085
H -0.71198 0.23260 -5.19852
H 2.39035 1.14752 -4.45609
N 0.96453 -1.58501 -5.17210
H 0.29680 1.50990 -4.97771
H -0.08364 -2.97470 -2.90984
H 1.14529 -4.44630 -4.28415
C -2.56915 4.61956 -0.72447
O -0.02158 0.89786 -1.75243
F -4.78622 2.59594 -3.51234
H -0.78147 2.62995 2.75173
C 1.40225 -1.74552 -2.06399
F -4.33198 0.13318 0.46741
H 1.03942 -3.85023 -1.87732
H 2.15730 -3.12659 -5.94438
V 0.61761 0.44242 0.04224
C -3.14602 0.87597 -3.37634
O 3.36254 -2.35501 -0.86104
F -3.69830 5.24459 -0.37744
H 3.14018 -0.55116 -3.33891
C -0.96514 2.87250 0.00816
C 0.21424 -1.76282 2.48485
F -0.44600 4.19644 -3.50901
C -0.40535 0.52037 2.80827
H -0.15929 -1.99074 3.49264
C -2.30954 -1.87866 0.57865
H 2.78490 0.86511 1.21672
N 2.38478 0.14586 -4.60150
C -1.02791 1.73890 2.16231
C -0.19513 3.17797 -1.24992
C -2.78486 -0.40780 -1.29936
H -1.76086 -2.82697 0.65426
H 2.78917 -0.69354 0.73988
H 1.10380 -0.94779 -2.73403
N -0.52703 -0.63979 1.90943
H 2.91748 -2.04627 -4.80573

Atoms 1-3, force components in eV/Å:
H -0.001 0.018 0.035
H -0.021 -0.017 -0.013
N -0.151 -0.103 -0.070

## Properties
Total energy: -3667.867819 hartree
Kohn-Sham gap (alpha / beta): 6.70 / 6.88 eV
Charge: -1
2S+1: 2
Energy above the lowest of the compared OMol25 structures with the same formula, charge and spin: 14.4 kcal/mol